Density functional theory data (ωB97M-V/def2-TZVPD) for a molecular structure, C27H32ClN3O5SY in a non-equilibrium geometry.

As for the gap between HOMO and LUMO: 2.7720 eV. The value obtained for the energy relative to the best compared isomer or geometry (same formula, charge and spin) is 29.8 kJ/mol. As for the total charge: -1. For the HOMO energy, the calculation gives -0.8 eV.

Atoms and positions in Å:
Y: -0.721 -0.293 -0.081
Cl: 1.773 -0.181 -0.344
N: -0.193 2.318 -0.576
N: -0.178 -2.592 -0.239
C: -0.880 3.025 -1.453
C: -0.431 -3.062 -1.444
C: 0.950 3.202 -0.190
C: 0.355 4.582 -0.423
C: 2.141 3.022 -1.123
C: 1.375 2.973 1.237
H: 1.843 3.157 -2.172
H: 2.553 2.016 -1.002
H: 2.902 3.771 -0.869
H: 0.537 3.155 1.911
H: 2.199 3.651 1.491
H: 1.712 1.945 1.358
C: 0.629 -3.613 0.505
C: 0.542 -4.819 -0.429
C: 0.009 -3.839 1.878
C: 2.082 -3.202 0.662
H: 2.520 -2.975 -0.316
H: 2.638 -4.038 1.110
H: 2.182 -2.324 1.308
H: -1.072 -3.995 1.781
H: 0.224 -2.999 2.551
H: 0.450 -4.744 2.318
O: 0.005 -4.282 -1.694
H: -0.156 -5.586 -0.065
H: 1.506 -5.281 -0.674
O: -0.655 4.337 -1.455
H: 1.050 5.335 -0.813
H: -0.156 4.963 0.471
C: -1.778 2.480 -2.507
C: -1.226 -2.336 -2.493
C: -0.642 -1.036 -3.055
H: -2.204 -2.101 -2.013
H: -1.441 -3.051 -3.300
C: -0.879 0.169 -2.422
C: -1.017 1.339 -3.118
H: -1.466 -1.615 2.218
C: -0.344 1.424 -4.362
C: 0.226 0.263 -4.891
C: -0.249 2.743 -5.061
C: 0.051 -0.985 -4.286
H: 0.768 0.323 -5.840
C: 0.512 -2.247 -4.937
H: 1.215 -2.028 -5.746
H: -0.331 -2.799 -5.375
H: 1.007 -2.912 -4.218
H: -1.244 3.138 -5.311
H: 0.322 2.641 -5.990
H: 0.256 3.489 -4.431
H: -2.039 3.267 -3.222
H: -2.691 2.127 -2.004
O: 1.808 1.647 3.756
S: 1.092 0.402 3.765
O: 1.812 -0.848 3.822
N: 0.000 0.291 2.427
C: -1.189 0.012 2.894
O: -1.973 -0.789 2.068
C: -1.451 0.195 4.298
C: -2.634 -0.003 5.027
C: -2.583 0.194 6.407
C: -1.371 0.515 7.042
C: -0.182 0.639 6.308
C: -0.243 0.451 4.930
H: -3.544 -0.290 4.500
H: -3.492 0.099 7.002
H: -1.357 0.671 8.120
H: 0.766 0.894 6.777